1.
C2H5N2 | ωB97M-V with the def2-TZVPD basis set

Last column: natural (NBO) charge in e.
CARTESIAN COORDINATES (ANGSTROEM)
1 C 1.77 -0.40 0.76  0.067
2 N 0.86 0.27 0.21  -0.342
3 C -0.44 0.06 -0.35  0.395
4 N -1.90 0.18 -0.29  -0.652
5 H 2.69 0.18 0.87  0.254
6 H 1.46 -1.36 0.94  0.221
7 H -0.21 -0.05 -1.45  0.212
8 H -2.00 0.70 0.50  0.412
9 H -2.22 0.42 -1.19  0.433

Charge: +1
Highest occupied orbital energy in eV: -16.4
Orbital gap in eV: 10.823
E_LUMO in eV: -5.61
Electronic energy in hartree: -188.33874
Relative energy (zero: lowest compared OMol25 entry of this formula, charge and spin) in kJ/mol: 201.5


2.
C18H41N2OP3PbS | ωB97M-V with the def2-TZVPD basis set

Last column: natural (NBO) charge in e.
CARTESIAN COORDINATES (ANGSTROEM)
1 Pb 0.65 -0.13 0.13  0.836
2 P -1.52 2.09 0.89  1.117
3 P -1.88 -1.59 1.56  1.188
4 P 2.28 2.06 -0.62  1.058
5 H -1.35 -4.80 -1.48  0.205
6 C -0.35 -4.63 -1.89  -0.421
7 C 0.74 -4.98 -1.20  -0.375
8 H 0.70 -5.31 -0.15  0.211
9 C -2.79 2.36 -0.41  -0.955
10 C -2.60 2.07 2.40  -0.945
11 C -0.83 3.80 1.02  -0.942
12 C -1.48 -3.38 1.45  -0.956
13 C -2.56 -1.55 3.27  -0.947
14 C -3.47 -1.58 0.64  -0.941
15 C 3.76 1.18 -1.24  -0.948
16 C 3.00 3.36 0.44  -0.941
17 C 1.66 2.94 -2.09  -0.948
18 H -0.30 -4.25 -2.93  0.203
19 H 1.74 -4.77 -1.61  0.199
20 H -3.33 3.31 -0.25  0.306
21 H -3.50 1.52 -0.41  0.260
22 H -2.29 2.38 -1.40  0.256
23 H -3.02 3.06 2.60  0.304
24 H -1.99 1.76 3.26  0.272
25 H -3.42 1.35 2.28  0.253
26 H -1.63 4.53 1.21  0.306
27 H -0.30 4.07 0.09  0.246
28 H -0.10 3.83 1.85  0.267
29 H -2.38 -3.99 1.56  0.308
30 H -0.77 -3.62 2.25  0.270
31 H -1.00 -3.62 0.49  0.273
32 H -3.35 -2.31 3.41  0.310
33 H -2.98 -0.56 3.48  0.261
34 H -1.75 -1.74 3.99  0.282
35 H -4.14 -2.38 0.99  0.308
36 H -3.27 -1.71 -0.43  0.259
37 H -3.97 -0.61 0.77  0.251
38 H 4.26 1.82 -1.98  0.295
39 H 3.48 0.23 -1.71  0.247
40 H 4.44 0.99 -0.40  0.287
41 H 3.52 4.09 -0.19  0.306
42 H 3.72 2.91 1.14  0.290
43 H 2.22 3.87 1.02  0.268
44 H 2.53 3.32 -2.62  0.297
45 H 1.01 3.77 -1.78  0.269
46 H 1.09 2.26 -2.73  0.254
47 C 0.37 -0.82 -3.49  -0.118
48 C 0.27 -0.21 -4.75  -0.174
49 C 1.05 -0.61 -5.82  -0.168
50 C 2.06 -1.57 -5.64  -0.004
51 C 2.23 -2.12 -4.37  -0.086
52 C 1.41 -1.76 -3.29  -0.257
53 S -0.81 -0.26 -2.33  0.157
54 H 1.84 -1.11 1.24  0.057
55 H -0.51 0.53 -4.91  0.259
56 H 0.86 -0.19 -6.81  0.283
57 H 2.70 -1.87 -6.48  0.282
58 H 3.01 -2.88 -4.25  0.262
59 H 1.53 -2.28 -2.34  0.244
60 N 0.34 1.55 5.14  -0.812
61 C 0.73 0.55 4.29  0.801
62 N 0.64 -0.72 4.82  -0.831
63 O 0.99 0.76 3.09  -0.767
64 H 0.28 1.29 6.13  0.419
65 H 0.71 2.47 4.93  0.423
66 H 1.17 -1.42 4.35  0.408
67 H 0.64 -0.74 5.83  0.417

Charge: +4
Highest occupied orbital energy (alpha / beta) in eV: -19.6 / -19.6
Orbital gap (alpha / beta) in eV: 4.318 / 3.767
E_LUMO (alpha / beta) in eV: -15.28 / -15.83
Electronic energy in hartree: -2508.64176
Relative energy (zero: lowest compared OMol25 entry of this formula, charge and spin) in kJ/mol: 400.1


3.
C6H9N3O3PS2 | ωB97M-V with the def2-TZVPD basis set

Last column: natural (NBO) charge in e.
CARTESIAN COORDINATES (ANGSTROEM)
1 C 2.02 -0.61 1.22  -0.467
2 C 0.92 -0.18 0.61  -0.099
3 C 1.20 1.77 -2.32  0.329
4 C 2.68 0.68 -0.68  -0.206
5 C -1.26 -3.30 0.51  -0.274
6 C -1.97 1.60 1.53  -0.284
7 N 0.58 1.17 -1.40  -0.312
8 N 1.34 0.52 -0.52  -0.182
9 N 0.76 2.43 -3.38  -0.796
10 O -1.35 -1.24 2.68  -1.009
11 O -1.65 -1.97 0.17  -0.787
12 O -2.25 0.33 0.80  -0.799
13 P -1.45 -0.85 1.27  2.464
14 S 3.55 -0.15 0.51  0.572
15 S 3.02 1.55 -2.12  0.413
16 H 1.89 -1.36 1.89  0.258
17 H -1.11 -3.88 -0.39  0.219
18 H -2.01 -3.90 1.22  0.224
19 H -0.25 -3.22 1.09  0.193
20 H -0.99 2.07 1.24  0.215
21 H -1.98 1.51 2.65  0.231
22 H -2.87 2.19 1.25  0.233
23 H -0.27 2.41 -3.65  0.443
24 H 1.45 2.43 -4.18  0.423

Charge: +1
Highest occupied orbital energy in eV: -12.9
Orbital gap in eV: 9.303
E_LUMO in eV: -3.58
Electronic energy in hartree: -1761.46920
Relative energy (zero: lowest compared OMol25 entry of this formula, charge and spin) in kJ/mol: 0.0


4.
C14H17FN2 | ωB97M-V with the def2-TZVPD basis set

Last column: natural (NBO) charge in e.
CARTESIAN COORDINATES (ANGSTROEM)
1 C 3.52 -0.13 -1.97  -0.401
2 N 3.84 -0.11 -0.57  -0.332
3 C 5.06 -0.40 -0.05  -0.070
4 C 5.00 -0.31 1.31  -0.299
5 C 3.68 0.05 1.64  -0.278
6 C 2.98 0.17 0.46  0.122
7 C 1.55 0.52 0.26  -0.251
8 N 0.75 -0.66 -0.05  -0.613
9 C -0.63 -0.37 -0.40  -0.205
10 C -1.47 -0.10 0.86  -0.429
11 C -2.91 0.08 0.50  -0.087
12 C -3.48 1.34 0.36  -0.184
13 C -4.81 1.49 0.00  -0.225
14 C -5.60 0.37 -0.23  -0.200
15 C -5.06 -0.89 -0.10  -0.276
16 C -3.73 -1.02 0.26  0.396
17 F -3.21 -2.26 0.38  -0.331
18 H 4.43 0.04 -2.54  0.216
19 H 3.10 -1.09 -2.27  0.194
20 H 2.80 0.65 -2.21  0.210
21 H 5.88 -0.65 -0.70  0.205
22 H 5.81 -0.48 2.00  0.220
23 H 3.29 0.20 2.62  0.217
24 H 1.45 1.30 -0.52  0.164
25 H 1.17 0.94 1.20  0.209
26 H 1.20 -1.18 -0.79  0.355
27 H -1.04 -1.25 -0.90  0.205
28 H -0.72 0.49 -1.09  0.158
29 H -1.34 -0.95 1.53  0.233
30 H -1.10 0.80 1.36  0.207
31 H -2.87 2.21 0.54  0.211
32 H -5.23 2.48 -0.10  0.214
33 H -6.64 0.49 -0.51  0.216
34 H -5.65 -1.78 -0.27  0.228

Highest occupied orbital energy in eV: -8.1
Orbital gap in eV: 8.909
E_LUMO in eV: 0.83
Electronic energy in hartree: -753.03944
Relative energy (zero: lowest compared OMol25 entry of this formula, charge and spin) in kJ/mol: 0.0


5.
C25H63N5O5P | ωB97M-V with the def2-TZVPD basis set

Last column: Mulliken charge in e.
CARTESIAN COORDINATES (ANGSTROEM)
1 O 6.22 1.24 2.03  -0.391
2 N 6.56 0.13 2.26  0.287
3 O 5.66 -0.85 1.97  -0.157
4 C 4.55 -0.52 1.07  -0.759
5 P 3.04 -0.32 1.89  0.913
6 O 1.90 -0.97 1.21  -0.708
7 O 2.73 1.26 2.12  -0.470
8 O 3.12 -0.78 3.44  -0.549
9 H 4.44 -1.38 0.42  0.282
10 H 2.56 1.59 1.23  0.255
11 H 3.32 -0.02 4.00  0.297
12 C -2.17 4.54 5.85  -1.466
13 C -2.37 3.61 4.66  -0.286
14 N -1.45 3.88 3.58  0.137
15 C -1.80 3.20 2.34  -0.923
16 C -1.74 1.66 2.31  -0.109
17 C -0.04 3.84 3.93  -0.783
18 C 0.50 2.54 4.54  -0.546
19 H -2.21 5.58 5.54  0.332
20 H -2.96 4.37 6.59  0.439
21 H -1.22 4.37 6.35  0.296
22 H -3.38 3.76 4.27  0.442
23 H -2.33 2.57 5.02  0.236
24 H -1.15 3.58 1.55  0.321
25 H -2.81 3.52 2.07  0.404
26 H -0.72 1.29 2.29  0.006
27 H -2.23 1.30 1.41  -0.061
28 H -2.25 1.22 3.17  0.258
29 H 0.17 4.67 4.61  0.375
30 H 0.54 4.07 3.03  0.324
31 H -0.15 2.16 5.33  0.274
32 H 1.48 2.73 5.00  0.384
33 H 0.65 1.77 3.79  -0.072
34 C 13.81 0.77 4.92  -1.424
35 C 12.45 1.26 4.42  -0.329
36 N 11.82 0.33 3.50  0.093
37 C 10.68 0.90 2.80  -0.713
38 C 9.45 1.30 3.62  -0.884
39 C 11.65 -1.02 3.99  -0.704
40 C 10.85 -1.23 5.28  -0.945
41 H 14.47 0.54 4.08  0.330
42 H 14.28 1.55 5.52  0.434
43 H 13.72 -0.11 5.55  0.287
44 H 12.60 2.20 3.89  0.444
45 H 11.82 1.49 5.29  0.255
46 H 10.37 0.20 2.02  0.330
47 H 11.04 1.79 2.27  0.381
48 H 8.88 0.43 3.95  0.159
49 H 8.78 1.90 3.01  0.368
50 H 9.72 1.89 4.50  0.319
51 H 12.64 -1.46 4.13  0.374
52 H 11.20 -1.61 3.18  0.339
53 H 11.13 -0.52 6.05  0.237
54 H 11.03 -2.23 5.67  0.367
55 H 9.78 -1.14 5.11  0.292
56 C -5.60 -1.68 -3.36  -1.340
57 C -5.11 -1.96 -1.95  -0.450
58 N -3.87 -1.28 -1.64  0.130
59 C -3.24 -1.75 -0.42  -0.780
60 C -3.98 -1.55 0.90  -0.872
61 C -3.89 0.16 -1.82  -0.755
62 C -4.93 0.98 -1.04  -0.957
63 H -4.83 -1.90 -4.10  0.327
64 H -6.47 -2.30 -3.58  0.435
65 H -5.91 -0.64 -3.49  0.276
66 H -4.92 -3.04 -1.86  0.459
67 H -5.92 -1.73 -1.24  0.269
68 H -2.25 -1.29 -0.35  0.459
69 H -3.05 -2.83 -0.55  0.377
70 H -3.95 -0.51 1.23  0.050
71 H -3.50 -2.14 1.69  0.408
72 H -5.02 -1.87 0.85  0.313
73 H -4.02 0.37 -2.89  0.377
74 H -2.89 0.53 -1.59  0.391
75 H -5.92 0.52 -1.08  0.285
76 H -5.01 1.98 -1.48  0.370
77 H -4.66 1.11 0.00  0.223
78 C -8.75 -4.13 -9.52  -1.431
79 C -8.65 -2.75 -8.88  -0.342
80 N -8.35 -2.79 -7.46  0.106
81 C -8.53 -1.52 -6.80  -0.645
82 C -7.62 -0.35 -7.21  -0.994
83 C -7.15 -3.53 -7.11  -0.590
84 C -5.82 -3.08 -7.73  -0.971
85 H -9.46 -4.75 -8.98  0.337
86 H -9.09 -4.03 -10.55  0.433
87 H -7.79 -4.64 -9.54  0.291
88 H -9.62 -2.25 -8.99  0.452
89 H -7.93 -2.15 -9.46  0.252
90 H -8.44 -1.67 -5.72  0.321
91 H -9.57 -1.21 -6.96  0.400
92 H -6.61 -0.46 -6.82  0.155
93 H -8.02 0.58 -6.80  0.410
94 H -7.57 -0.24 -8.29  0.325
95 H -7.30 -4.58 -7.37  0.364
96 H -7.05 -3.53 -6.02  0.244
97 H -5.91 -2.87 -8.80  0.284
98 H -5.07 -3.87 -7.61  0.386
99 H -5.42 -2.19 -7.25  0.224

Charge: -1
Highest occupied orbital energy in eV: -3.5
Orbital gap in eV: 5.560
E_LUMO in eV: 2.06
Electronic energy in hartree: -1981.62121
Relative energy (zero: lowest compared OMol25 entry of this formula, charge and spin) in kJ/mol: 17.3


6.
C3H6N2S | ωB97M-V with the def2-TZVPD basis set

Last column: natural (NBO) charge in e.
CARTESIAN COORDINATES (ANGSTROEM)
1 C -0.66 1.59 -1.88  0.595
2 C 1.18 0.38 -0.87  0.396
3 C -1.16 -1.17 1.41  -0.888
4 N 0.39 1.10 -1.58  -0.335
5 N 2.35 -0.05 -1.20  -0.573
6 S 0.55 -0.90 1.32  0.642
7 H -1.68 1.81 -2.02  0.324
8 H -1.66 -0.82 0.51  0.288
9 H -1.63 -0.69 2.38  0.322
10 H -1.22 -2.24 1.47  0.310
11 H 2.91 0.15 -1.96  0.455
12 H 2.74 -0.66 -0.43  0.466

Charge: +2
Highest occupied orbital energy (alpha / beta) in eV: -18.6 / -18.8
Orbital gap (alpha / beta) in eV: 6.811 / 6.910
E_LUMO (alpha / beta) in eV: -11.82 / -11.93
Electronic energy in hartree: -624.70124
Relative energy (zero: lowest compared OMol25 entry of this formula, charge and spin) in kJ/mol: 410.7


7.
C6H10IN2 | ωB97M-V with the def2-TZVPD basis set

Last column: natural (NBO) charge in e.
CARTESIAN COORDINATES (ANGSTROEM)
1 C -0.61 -1.60 0.41  -0.075
2 C 0.13 -0.86 1.17  -0.109
3 C 0.78 0.75 -0.45  0.414
4 C -0.54 -0.90 -1.60  0.078
5 C -1.92 -0.78 -2.04  -0.734
6 C 1.89 0.96 1.75  -0.410
7 N 0.90 0.29 0.79  -0.338
8 N 0.16 0.28 -1.53  -0.596
9 I 0.82 -2.39 -2.58  0.151
10 H -1.29 -2.39 0.46  0.240
11 H 0.18 -1.16 2.15  0.234
12 H 1.29 1.63 -0.53  0.211
13 H -2.47 -1.76 -1.83  0.263
14 H -1.98 -0.69 -3.19  0.245
15 H -2.46 0.11 -1.63  0.252
16 H 2.90 0.36 1.67  0.254
17 H 1.77 2.03 1.57  0.240
18 H 1.53 0.73 2.77  0.240
19 H 0.16 0.72 -2.43  0.438

Charge: +1
Highest occupied orbital energy in eV: -12.8
Orbital gap in eV: 8.647
E_LUMO in eV: -4.18
Electronic energy in hartree: -641.46198
Relative energy (zero: lowest compared OMol25 entry of this formula, charge and spin) in kJ/mol: 260.7


8.
C5H12NO | ωB97M-V with the def2-TZVPD basis set

Last column: natural (NBO) charge in e.
CARTESIAN COORDINATES (ANGSTROEM)
1 C 1.19 0.56 1.83  -0.611
2 C 0.27 -0.38 1.04  -0.243
3 C 0.99 -1.57 0.54  -0.642
4 C -0.60 0.54 0.11  -0.112
5 N 0.27 1.43 -0.85  -0.715
6 C -1.54 -0.27 -0.89  0.419
7 O -1.08 -0.64 -1.96  -0.492
8 H 1.55 0.16 2.72  0.248
9 H 2.10 0.81 1.25  0.190
10 H 0.83 1.61 2.06  0.215
11 H -0.42 -0.56 1.86  0.246
12 H 0.31 -2.25 0.05  0.234
13 H 1.70 -1.33 -0.24  0.214
14 H 1.44 -2.27 1.20  0.265
15 H -1.29 1.18 0.62  0.234
16 H 0.01 1.10 -1.81  0.470
17 H 1.26 1.35 -0.73  0.445
18 H 0.03 2.47 -0.67  0.458
19 H -2.59 -0.43 -0.54  0.177

Charge: +1
Highest occupied orbital energy in eV: -14.9
Orbital gap in eV: 10.873
E_LUMO in eV: -4.01
Electronic energy in hartree: -327.41058
Relative energy (zero: lowest compared OMol25 entry of this formula, charge and spin) in kJ/mol: 128.7